Record 1
Computed, not measured: a molecular structure, C20H66Hf2N3O23S2, with ωB97M-V/def2-TZVPD.

Results
energy: -97633.4706 eV
LUMO energy: -0.4084 Ha
HOMO level: -0.5265 Ha
HOMO-LUMO gap: 3.2 eV
net charge: +3
strongest force on any atom: 8.62 eV/A

Each line ends with the Löwdin charge.
CARTESIAN COORDINATES (ANGSTROEM)
Hf -2.149 -2.676 -1.002  2.1298
Hf -2.860 0.770 3.310  2.2229
C -3.532 -1.678 -4.973  -0.0904
C -3.120 -0.676 -3.941  -0.3698
O -2.664 -1.226 -2.721  -0.3911
H -4.548 -2.039 -4.790  0.0800
H -2.899 -2.556 -5.102  0.0720
H -3.617 -1.197 -5.949  0.0910
H -3.872 0.086 -3.732  0.1183
H -2.249 -0.203 -4.412  0.1101
S -0.642 -0.973 1.013  0.4038
O -1.158 -0.731 -0.341  -0.3904
O -1.105 -2.394 1.071  -0.3884
O 0.787 -0.816 1.069  -0.2674
O -1.315 -0.159 2.064  -0.4115
S -4.357 -1.032 1.386  0.3681
O -3.583 -1.582 0.275  -0.3994
O -5.706 -1.536 1.437  -0.1872
O -3.655 -1.295 2.669  -0.4032
O -4.213 0.445 1.509  -0.3979
C 0.965 -2.441 -5.441  -0.0674
O 1.662 -2.913 -4.280  -0.2472
C 2.746 -3.755 -4.643  -0.1817
C 3.277 -4.549 -3.445  -0.1855
N 3.897 -3.779 -2.382  -0.0499
C 4.390 -4.490 -1.215  -0.1867
C 3.425 -5.409 -0.455  -0.1830
O 2.351 -4.685 0.137  -0.2343
C 2.674 -3.920 1.284  -0.0875
H 1.663 -1.933 -6.104  0.1031
H 0.128 -1.824 -5.111  0.0782
H 0.444 -3.259 -5.946  0.0970
H 3.456 -3.116 -5.172  0.1381
H 2.375 -4.526 -5.326  0.1291
H 4.082 -5.186 -3.822  0.1352
H 2.506 -5.200 -3.015  0.1076
H 3.287 -3.026 -2.103  0.0579
H 4.793 -3.853 -0.427  0.1145
H 5.210 -5.130 -1.551  0.1303
H 3.878 -6.028 0.323  0.1331
H 3.009 -6.119 -1.173  0.1145
H 1.746 -3.556 1.726  0.0816
H 3.280 -3.017 1.158  0.0818
H 3.240 -4.529 1.992  0.1052
C -7.283 2.940 -0.896  -0.0825
O -6.052 2.879 -1.614  -0.1641
C -4.944 2.597 -0.783  -0.2370
C -3.647 3.019 -1.477  -0.1665
N -2.454 2.186 -1.271  -0.0684
C -1.203 2.843 -1.674  -0.1670
C 0.013 1.906 -1.679  -0.2273
O 1.098 2.590 -2.266  -0.1398
C 2.204 1.739 -2.411  -0.1076
H -7.594 1.959 -0.523  0.0873
H -8.029 3.242 -1.626  0.0997
H -7.263 3.577 -0.009  0.0879
H -4.899 1.532 -0.535  0.0993
H -4.994 3.132 0.172  0.1111
H -3.483 4.033 -1.101  0.1260
H -3.802 3.231 -2.539  0.1349
H -2.505 1.269 -1.706  0.1018
H -1.027 3.675 -0.990  0.1206
H -1.294 3.198 -2.704  0.1374
H -0.296 0.991 -2.194  0.1200
H 0.160 1.629 -0.629  0.0911
H 3.099 2.147 -2.882  0.1036
H 1.972 0.846 -2.998  0.0891
H 2.580 1.432 -1.427  0.0652
C 2.238 4.628 6.912  -0.0753
O 2.094 4.224 5.548  -0.1933
C 0.791 4.494 5.044  -0.2140
C 0.979 4.427 3.521  -0.1645
N 1.232 3.013 3.112  -0.0614
C 1.360 2.835 1.642  -0.1710
C 2.721 3.278 1.137  -0.2033
O 3.691 2.659 1.946  -0.1907
C 4.998 3.127 1.713  -0.0825
H 1.509 4.260 7.634  0.0921
H 2.121 5.717 6.882  0.0925
H 3.268 4.467 7.218  0.0974
H 0.490 5.522 5.257  0.1309
H 0.058 3.745 5.356  0.1081
H 1.872 4.992 3.250  0.1297
H 0.133 4.900 3.016  0.1199
H 2.195 2.927 3.436  0.1092
H 0.537 3.421 1.229  0.1111
H 1.225 1.783 1.383  0.0913
H 2.764 4.368 1.228  0.1324
H 2.840 3.015 0.082  0.1154
H 5.796 2.678 2.304  0.0983
H 5.161 4.206 1.742  0.1008
H 5.280 2.805 0.702  0.0930
O -2.334 2.274 1.564  -0.1235
H -2.262 2.117 0.568  0.0676
H -2.235 3.232 1.669  0.1031
O 2.344 -1.449 -1.124  -0.0441
H 3.259 -1.180 -0.991  0.0938
H 1.886 -1.201 -0.309  0.0100
O 0.013 -2.386 -2.064  -0.1170
H 0.787 -1.884 -1.725  0.0389
H 0.332 -2.802 -2.888  0.0642
O -0.673 1.280 4.040  -0.1340
H -0.088 0.618 4.436  0.0847
H -0.053 2.021 3.741  0.0481
O -2.090 -0.967 4.739  -0.0616
H -2.668 -1.605 5.188  0.1251
H -1.205 -1.357 4.784  0.1205
O -0.435 -4.432 -0.473  -0.0987
H 0.502 -4.494 -0.196  0.0651
H -0.620 -5.287 -0.885  0.0944
O 2.287 -0.397 3.176  -0.0612
H 2.940 0.291 2.995  0.0347
H 1.916 -0.630 2.305  -0.0274
O -2.984 -4.425 0.455  -0.0654
H -2.656 -5.333 0.515  0.1053
H -3.703 -4.375 1.101  0.1130

Record 2
Computed, not measured: a molecular structure, C4H11NO2, with ωB97M-V/def2-TZVPD.

Results
energy: -9906.3451 eV
LUMO energy: 0.0331 Ha
HOMO level: -0.3478 Ha
ΔE to the lowest compared entry with this formula, charge and spin: 135.98 kcal per mole
HOMO-LUMO gap: 10.4 eV
strongest force on any atom: 13.63 eV/A

Each line ends with the Löwdin charge.
CARTESIAN COORDINATES (ANGSTROEM)
C 0.257 1.004 -1.430  -0.2901
C -0.865 1.197 -0.466  -0.2774
C 0.380 -0.064 1.192  -0.2129
C 0.208 -1.334 2.001  -0.2707
H -0.370 -0.474 -2.355  -0.0619
H 1.091 -0.201 -2.563  0.0567
H 1.191 1.140 -0.773  0.1111
H -0.017 1.838 -2.194  0.1411
H -1.766 1.009 -1.060  0.1175
H -0.738 2.441 -0.142  0.1856
H 0.900 0.755 1.574  0.0921
H 1.208 -0.271 0.253  0.1598
H 1.133 -1.622 2.384  0.0955
H -0.781 -1.067 2.901  0.1977
H -1.001 -2.027 0.790  -0.0201
N 0.364 -0.381 -1.955  0.0910
O -0.860 0.325 0.609  -0.1450
O -0.332 -2.268 1.234  0.0300

Record 3
Computed, not measured: a molecular structure, C6H15N, with ωB97M-V/def2-TZVPD.

Results
energy: -7949.4260 eV
LUMO energy: 0.0097 Ha
HOMO level: -0.2761 Ha
ΔE to the lowest compared entry with this formula, charge and spin: 146.22 kcal per mole
HOMO-LUMO gap: 7.8 eV
strongest force on any atom: 2.72 eV/A

Each line ends with the Löwdin charge.
CARTESIAN COORDINATES (ANGSTROEM)
C 2.140 0.535 0.159  -0.0476
C 1.009 1.375 0.234  -0.2421
N -0.374 0.984 0.131  0.0196
C -0.982 -2.758 -0.467  -0.1080
C -0.511 -1.455 0.145  -0.2410
C -0.627 -0.194 -0.736  -0.4232
C -2.032 -0.023 -1.296  -0.0722
H 2.354 -0.031 1.064  0.0494
H 2.980 0.758 -0.496  0.0311
H 6.659 7.799 7.672  0.0000
H 7.345 8.079 7.659  0.0000
H 1.048 2.433 0.467  0.1035
H 0.262 0.614 1.022  0.1406
H -0.522 -2.972 -1.437  0.0781
H -2.061 -2.763 -0.657  0.0683
H -0.791 -3.624 0.175  0.0715
H -1.078 -1.212 1.052  0.1158
H 0.533 -1.494 0.435  0.0812
H 0.082 -0.250 -1.572  0.1376
H -2.250 -0.747 -2.083  0.0774
H -2.159 0.982 -1.713  0.0751
H -2.745 -0.042 -0.464  0.0847

Record 4
Computed, not measured: 15 unconnected molecules or ions with the total composition C40H72F6NO26S2, with ωB97M-V/def2-TZVPD.

Results
energy: -135346.7280 eV
LUMO energy: 0.0614 Ha
HOMO level: -0.2822 Ha
ΔE to the lowest compared entry with this formula, charge and spin: 0.00 kcal per mole
HOMO-LUMO gap: 9.3 eV
net charge: -1
strongest force on any atom: 5.57 eV/A

Each line ends with the Löwdin charge.
CARTESIAN COORDINATES (ANGSTROEM)
C 2.654 0.773 -1.071  -0.6597
F 3.329 -0.343 -1.054  0.1605
F 3.039 1.507 -0.063  0.1751
F 2.955 1.411 -2.232  0.1221
S 0.779 0.399 -1.003  0.7779
O 0.219 1.694 -1.457  -0.2991
O 0.584 -0.772 -1.861  -0.2963
N 0.407 0.087 0.688  -0.2923
S -0.912 -0.710 0.522  0.5929
O -1.959 -0.075 -0.289  -0.2858
O -0.670 -2.137 0.236  -0.3030
C -1.612 -0.719 2.260  -0.6581
F -0.867 -1.507 3.044  0.1263
F -1.631 0.474 2.782  0.1686
F -2.883 -1.156 2.241  0.1424
O -1.483 -0.062 7.410  0.0746
C -0.463 0.293 6.830  -0.4497
O -0.213 1.588 6.590  0.0220
C 0.870 1.758 5.670  -0.1505
C 1.067 0.409 5.140  -0.1996
C 0.631 -0.604 6.184  -0.0266
H 1.711 2.110 6.267  0.1331
H 0.595 2.440 4.865  0.1216
H 2.111 0.352 4.835  0.1264
H 0.566 0.202 4.194  0.0863
H 1.343 -0.824 6.979  0.1320
H 0.228 -1.495 5.702  0.0976
O -4.621 -2.606 -4.098  0.1114
C -3.859 -3.084 -3.291  -0.4604
O -2.722 -3.758 -3.642  0.0212
C -1.947 -4.173 -2.513  -0.1490
C -2.997 -4.253 -1.455  -0.1772
C -3.869 -3.076 -1.790  -0.0784
H -1.253 -3.377 -2.239  0.1146
H -1.384 -5.092 -2.674  0.1336
H -2.656 -4.235 -0.420  0.1039
H -3.569 -5.181 -1.476  0.1198
H -3.423 -2.171 -1.376  0.1146
H -4.905 -3.116 -1.452  0.1328
O -3.809 1.794 -6.414  0.0725
C -3.277 1.102 -5.541  -0.4650
O -2.016 0.728 -5.674  0.0589
C -1.476 0.117 -4.575  -0.1613
C -2.538 0.463 -3.498  -0.1478
C -3.805 0.910 -4.157  -0.0538
H -0.520 0.540 -4.265  0.1143
H -1.326 -0.957 -4.680  0.1148
H -2.124 1.131 -2.743  0.0908
H -2.637 -0.491 -2.980  0.0903
H -4.139 1.890 -3.817  0.1313
H -4.590 0.154 -4.180  0.1257
O 2.847 -5.126 -2.391  0.0827
C 2.341 -5.054 -1.272  -0.4099
O 1.932 -6.200 -0.680  0.0399
C 1.377 -5.880 0.553  -0.2009
C 1.944 -4.555 0.956  -0.1700
C 2.115 -3.819 -0.347  -0.0551
H 1.648 -6.638 1.287  0.1293
H 0.288 -5.894 0.503  0.1268
H 2.918 -4.694 1.426  0.1296
H 1.346 -4.131 1.763  0.0950
H 3.026 -3.230 -0.463  0.1065
H 1.240 -3.216 -0.590  0.0984
O -5.969 3.528 -0.275  0.0902
C -4.829 3.482 0.179  -0.4731
O -4.378 4.382 1.077  0.0323
C -2.986 4.158 1.402  -0.1292
C -2.542 3.070 0.429  -0.1678
C -3.804 2.452 -0.106  -0.0783
H -2.897 3.847 2.443  0.1064
H -2.393 5.066 1.295  0.1188
H -2.002 2.261 0.921  0.0770
H -1.916 3.483 -0.362  0.1107
H -3.941 1.536 0.468  0.1270
H -3.695 2.346 -1.186  0.1225
O 5.646 4.634 -3.862  0.0580
C 5.017 3.694 -4.378  -0.4232
O 3.766 3.887 -4.692  0.0512
C 3.097 2.757 -5.122  -0.1540
C 4.198 1.682 -5.307  -0.1542
C 5.459 2.175 -4.614  -0.0432
H 2.593 2.876 -6.082  0.1308
H 2.294 2.467 -4.444  0.1167
H 4.358 1.375 -6.341  0.1143
H 3.798 0.747 -4.917  0.0977
H 6.387 1.936 -5.133  0.1193
H 5.555 1.760 -3.610  0.0929
O 0.000 6.273 -3.541  0.1017
C 0.948 5.895 -2.875  -0.4582
O 2.189 6.434 -2.940  0.0350
C 3.130 5.929 -1.999  -0.1614
C 2.479 4.695 -1.446  -0.1417
C 0.990 4.790 -1.859  -0.0671
H 3.357 6.690 -1.253  0.1241
H 4.107 5.590 -2.344  0.1008
H 2.579 4.688 -0.361  0.1062
H 2.983 3.793 -1.793  0.0890
H 0.259 5.040 -1.090  0.1210
H 0.583 3.881 -2.302  0.1013
O -5.802 1.945 2.892  0.1312
C -5.208 1.873 3.929  -0.5338
O -4.526 2.883 4.401  0.0361
C -3.896 2.610 5.659  -0.1294
C -3.938 1.104 5.756  -0.1484
C -5.151 0.742 4.907  -0.0652
H -4.341 3.252 6.419  0.1291
H -2.863 2.946 5.567  0.1180
H -4.071 0.723 6.769  0.1177
H -3.027 0.673 5.342  0.1009
H -6.117 0.825 5.405  0.1333
H -5.070 -0.273 4.519  0.1268
C 2.200 -2.463 -4.659  -0.1577
O 0.862 -2.058 -4.535  -0.1184
H 2.569 -2.301 -5.672  0.0745
H 2.946 -1.897 -4.101  0.0642
H 2.258 -3.532 -4.456  0.0684
H 0.735 -1.683 -3.660  0.0163
C -3.193 -4.514 3.001  -0.1220
O -4.127 -5.009 4.010  -0.1398
H -3.878 -4.049 2.292  0.0687
H -2.510 -3.728 3.320  0.0574
H -2.704 -5.348 2.497  0.0729
H -4.693 -5.722 3.705  0.0655
C 0.604 -3.941 4.488  -0.1470
O 1.770 -3.130 4.378  -0.1362
H -0.267 -3.291 4.414  0.0526
H 0.620 -4.712 3.717  0.0625
H 0.681 -4.468 5.440  0.0857
H 1.697 -2.643 3.554  0.0026
C 0.904 3.129 1.907  -0.1333
O 1.424 1.877 2.307  -0.1585
H -0.086 3.118 2.362  0.0651
H 1.458 3.895 2.451  0.0877
H 0.816 3.249 0.828  0.0627
H 1.019 1.190 1.771  -0.0335
C 6.165 -1.070 -3.234  -0.1575
O 5.817 -1.513 -4.537  -0.1114
H 7.122 -0.552 -3.171  0.0853
H 5.460 -0.280 -2.977  0.0365
H 5.981 -1.809 -2.454  0.0823
H 6.496 -1.229 -5.152  0.0739
C 3.228 -1.434 1.933  -0.1454
O 1.922 -1.365 2.368  -0.1328
H 3.503 -2.181 1.188  0.0569
H 3.511 -0.486 1.477  0.0744
H 3.958 -1.675 2.706  0.0975
H 1.373 -0.891 1.740  0.0012

Record 5
Computed, not measured: 4 unconnected molecules or ions with the total composition C30H53BN3O8, with ωB97M-V/def2-TZVPD.

Results
energy: -53475.4119 eV
LUMO energy: -0.1130 Ha
HOMO level: -0.4043 Ha
HOMO-LUMO gap: 7.9 eV
net charge: +1
strongest force on any atom: 7.52 eV/A

Each line ends with the Löwdin charge.
CARTESIAN COORDINATES (ANGSTROEM)
C 1.740 0.325 2.930  0.0938
C 0.761 -0.274 2.263  -0.0594
C -0.405 -0.867 1.287  -0.0950
N -1.005 0.311 0.586  -0.0099
C -2.167 1.081 1.037  -0.0335
C -3.117 0.953 2.329  -0.0050
B -3.938 -0.453 2.451  -0.4688
O -4.541 -0.742 3.763  0.0690
O -4.159 -1.418 1.388  0.0750
C -2.457 2.223 -0.005  -0.0035
C -3.645 3.332 -0.016  -0.0675
O -4.789 2.658 -0.669  -0.1994
O -5.939 2.977 -0.043  -0.0489
N -1.351 1.996 -0.951  -0.0178
C -1.307 2.978 -2.080  -0.1141
C -0.810 4.465 -1.681  -0.0712
C 0.152 4.544 -0.392  -0.3397
N -0.238 4.283 1.012  0.0959
O 1.380 4.911 -0.592  -0.0192
C -0.445 0.856 -0.676  0.0017
C 0.808 0.368 -1.558  -0.0785
C 2.250 0.741 -0.946  -0.1517
C 2.969 2.147 -1.162  -0.0137
C 4.380 2.517 -0.568  -0.0489
C 5.170 1.444 0.285  -0.0512
C 4.516 0.025 0.534  -0.0553
C 3.090 -0.324 -0.086  -0.0267
H 2.511 1.043 3.398  0.0747
H 0.043 -1.597 0.493  0.1426
H -1.214 -1.395 1.911  0.1234
H -2.472 1.055 3.290  0.1344
H -3.877 1.823 2.342  0.1299
H -3.863 -0.597 4.481  0.1186
H -3.331 -1.968 1.379  0.1049
H -3.410 4.248 -0.669  0.1183
H -3.912 3.713 1.036  0.1450
H -6.526 2.177 -0.184  0.1484
H -2.363 3.104 -2.564  0.1520
H -0.583 2.586 -2.904  0.1359
H -1.674 5.224 -1.498  0.1231
H -0.205 4.908 -2.577  0.1244
H -0.703 5.092 1.457  0.0998
H 0.561 3.991 1.598  0.0960
H 0.770 0.798 -2.643  0.1321
H 0.751 -0.791 -1.698  0.1348
H 2.425 2.931 -1.800  0.0681
H 4.874 3.539 -0.732  0.0938
H 6.204 1.743 0.685  0.0921
H 5.118 -0.747 1.139  0.0890
H 2.633 -1.383 0.095  0.0860
C 2.676 5.441 -3.289  -0.0884
C 3.969 4.780 -3.733  -0.2684
O 3.863 4.105 -4.981  -0.1596
C 3.508 4.901 -6.104  -0.2800
C 4.495 6.017 -6.396  -0.0785
H 1.867 4.706 -3.239  0.0464
H 2.799 5.894 -2.302  0.0724
H 2.362 6.227 -3.980  0.0743
H 4.250 4.025 -2.993  0.0868
H 4.790 5.505 -3.762  0.1127
H 2.492 5.294 -5.983  0.1036
H 3.475 4.227 -6.965  0.1196
H 4.547 6.738 -5.578  0.0659
H 4.204 6.557 -7.300  0.0799
H 5.501 5.612 -6.538  0.0848
C 2.823 -5.534 2.696  -0.0762
C 2.317 -4.949 1.390  -0.2793
O 3.141 -3.909 0.873  -0.1949
C 4.486 -4.258 0.568  -0.2791
C 4.608 -5.350 -0.481  -0.0748
H 2.936 -4.749 3.450  0.0832
H 2.124 -6.285 3.074  0.0820
H 3.797 -6.015 2.576  0.0696
H 1.330 -4.507 1.562  0.1091
H 2.178 -5.732 0.636  0.1085
H 5.024 -4.528 1.483  0.1097
H 4.964 -3.351 0.187  0.1084
H 4.171 -6.291 -0.140  0.0688
H 5.658 -5.536 -0.717  0.0824
H 4.087 -5.061 -1.398  0.0835
C -6.414 -7.350 3.293  -0.0806
C -5.474 -6.339 3.926  -0.2776
O -4.561 -5.755 3.003  -0.1654
C -5.130 -5.030 1.921  -0.2774
C -5.981 -3.851 2.359  -0.0807
H -5.847 -8.139 2.791  0.0834
H -7.053 -7.806 4.055  0.0801
H -7.065 -6.889 2.545  0.0661
H -4.870 -6.847 4.683  0.1188
H -6.034 -5.557 4.451  0.1064
H -5.695 -5.705 1.270  0.1080
H -4.293 -4.656 1.323  0.1085
H -6.850 -4.170 2.938  0.0718
H -6.343 -3.298 1.489  0.0801
H -5.400 -3.173 2.989  0.0623

Record 6
Computed, not measured: a molecular structure, C7H4O3S, with ωB97M-V/def2-TZVPD.

Results
energy: -24290.4535 eV
LUMO energy (spin up / spin down): 0.0123 / -0.0777 Ha
HOMO level (spin up / spin down): -0.3223 / -0.3194 Ha
HOMO-LUMO gap (spin up / spin down): 9.1 / 6.6 eV
multiplicity: 3
strongest force on any atom: 5.27 eV/A

Each line ends with the Löwdin charge.
CARTESIAN COORDINATES (ANGSTROEM)
C 3.633 -0.649 -1.768  0.0727
C -1.784 -0.133 0.354  -0.1617
C -2.234 -1.386 0.833  0.0901
C -0.277 -1.802 0.582  -0.0058
C -0.440 -0.462 0.160  -0.3734
C 2.857 -0.412 -0.861  -0.2272
C -2.318 1.305 0.240  -0.0120
O 2.630 1.476 0.915  -0.4220
O -1.445 -2.423 0.643  0.0272
O 0.503 0.477 -0.010  -0.2574
S 2.043 0.173 0.684  0.9698
H 4.339 -1.011 -2.479  0.0305
H -1.495 1.958 -0.192  0.1089
H -3.241 1.433 -0.332  0.0743
H -2.773 1.455 1.231  0.0860

- The highest energy belongs to which entry?
  C6H15N